Record 1
{
  "formula": "H14NO5",
  "method": "ωB97M-V with the def2-TZVPD basis set",
  "species": ["O", "O", "O", "O", "O", "N", "H", "H", "H", "H", "H", "H", "H", "H", "H", "H", "H", "H", "H", "H"],
  "coordinates": [[1.11517, 1.73598, -1.71240], [-1.43699, -2.89012, -1.17637], [-1.92909, 0.34986, 1.52147], [-0.13182, 3.08956, 0.50681], [1.86419, -1.39183, 1.66812], [0.19382, -0.43876, -0.17564], [2.67676, -1.70046, 1.31542], [1.07744, -0.88910, 0.26170], [-0.40587, -0.25380, 0.67676], [0.87199, 1.88578, -2.68290], [0.12722, 2.80222, -0.40947], [-0.19040, 4.04464, 0.32597], [0.38555, 0.55726, -0.34730], [2.01195, 2.04161, -1.57599], [-2.18750, 1.23916, 1.78804], [-0.95631, -3.74709, -1.01645], [-0.33191, -0.98794, -0.77474], [-1.69284, -2.96261, -2.02864], [-2.66828, -0.29449, 1.66823], [1.60691, -2.18987, 2.16737]],
  "lowdin_spin": [0.01, 0.00, 0.24, 0.74, 0.00, 0.00, 0.00, 0.00, 0.00, 0.00, 0.01, 0.01, 0.00, 0.00, 0.00, 0.00, 0.00, 0.00, 0.00, 0.00],
  "relative_energy_ev": 0.827,
  "total_charge": 2,
  "energy_ev": -11934.1092,
  "gap_ev": [10.9, 2.8],
  "homo_ha": [-0.66569, -0.66569],
  "multiplicity": 2
}

Record 2
{
  "formula": "C7H12",
  "method": "ωB97M-V with the def2-TZVPD basis set",
  "species": ["C", "C", "C", "C", "C", "C", "C", "H", "H", "H", "H", "H", "H", "H", "H", "H", "H", "H", "H"],
  "coordinates": [[-1.27184, -0.43108, 0.64346], [2.66071, 0.15855, -1.27811], [0.53166, 0.99347, -0.16215], [1.14159, 0.53889, -1.23549], [-0.76435, -0.40818, 2.13812], [-1.71663, -1.52823, -0.01978], [-1.00616, 0.90583, -0.18060], [-1.64643, -1.50539, -1.06040], [1.10806, 1.28300, 0.71261], [3.28533, 0.73317, -0.53684], [2.95661, -0.93332, -1.26590], [0.80706, 0.01318, -2.13194], [-1.48729, 1.72173, 0.30891], [-2.12600, -2.36719, 0.50111], [-1.28501, -1.27299, 2.64335], [0.26872, -0.49538, 2.42368], [2.99276, 0.40368, -2.37268], [-1.16249, 0.49011, 2.61680], [-1.16120, 0.55386, -1.27141]],
  "nbo_charge": [0.08, -0.65, -0.19, -0.20, -0.67, -0.44, -0.47, 0.19, 0.21, 0.21, 0.22, 0.20, 0.22, 0.20, 0.22, 0.23, 0.20, 0.21, 0.22],
  "relative_energy_ev": 2.685,
  "total_charge": 0,
  "energy_ev": -7450.7461,
  "gap_ev": 9.8,
  "homo_ha": -0.32034,
  "smiles": "C=C(C)C/C=C/C"
}

Record 3
{
  "formula": "C4H7NO2",
  "method": "ωB97M-V with the def2-TZVPD basis set",
  "species": ["O", "O", "N", "C", "C", "C", "C", "H", "H", "H", "H", "H", "H", "H"],
  "coordinates": [[1.36202, 2.47523, 0.24638], [0.20074, -0.51431, -0.42413], [-1.27906, 0.38373, 1.16451], [0.04819, 0.59915, 0.87772], [0.41856, 1.76698, 0.00318], [-2.01469, -0.03595, 0.18815], [1.20120, -1.48255, -0.57753], [0.70399, 0.48313, 1.74454], [1.25141, -1.74375, -1.64098], [-0.20772, 1.91959, -0.88910], [-1.91955, 0.22227, -0.86757], [-2.89095, -0.61512, 0.44698], [2.17125, -1.06849, -0.26170], [0.95459, -2.38991, -0.01046]],
  "nbo_charge": [-0.50, -0.61, -0.48, 0.17, 0.41, 0.05, -0.24, 0.21, 0.19, 0.13, 0.17, 0.17, 0.18, 0.17],
  "relative_energy_ev": 4.343,
  "total_charge": 0,
  "energy_ev": -9842.9364,
  "gap_ev": 9.6,
  "homo_ha": -0.34942,
  "smiles": "C=N[C@H](C=O)OC"
}

Record 4
{
  "formula": "C12H25I2O9P",
  "method": "ωB97M-V with the def2-TZVPD basis set",
  "species": ["I", "I", "P", "O", "O", "O", "O", "O", "O", "O", "O", "O", "C", "C", "C", "C", "C", "C", "C", "C", "C", "C", "C", "C", "H", "H", "H", "H", "H", "H", "H", "H", "H", "H", "H", "H", "H", "H", "H", "H", "H", "H", "H", "H", "H", "H", "H", "H", "H"],
  "coordinates": [[4.85952, -0.74689, -5.95043], [2.65165, 2.16808, -6.94374], [2.61612, -0.25886, -6.77656], [-3.81875, -3.34105, 1.06755], [3.11990, -0.33443, 0.88902], [-2.01270, 2.46789, 0.66012], [-3.17265, -1.45408, 1.89049], [-5.11815, -1.52568, 0.73658], [5.22504, -1.05824, 0.50167], [0.15692, 3.09565, 0.76116], [3.68025, -0.81538, -1.13526], [-1.35652, 4.62607, 0.60852], [-4.78588, -4.11710, 0.35642], [-2.72946, 5.00559, 0.47581], [0.53840, 1.09025, -0.57679], [4.12221, -0.76927, 0.11818], [3.42865, -0.28975, 2.28748], [4.73396, -2.79778, -2.10000], [-3.36548, -0.04543, 2.13476], [-4.13379, -2.04881, 1.19288], [4.62709, -1.28984, -2.11130], [0.55410, 1.71034, 0.80096], [-4.33675, 0.19298, 3.26872], [-1.15047, 3.31129, 0.67413], [-4.01723, -0.34083, 4.16486], [-4.33740, -5.09741, 0.22635], [4.34424, 0.27060, 2.46231], [2.58703, 0.20778, 2.76083], [-5.33675, -0.14776, 3.00307], [3.53235, -1.29839, 2.68354], [5.15506, -3.15300, -1.16034], [5.59432, -0.81905, -1.93605], [-3.11334, 4.70370, -0.49730], [-2.74397, 6.08749, 0.56414], [-5.00420, -3.66988, -0.61103], [1.15167, 1.67991, -1.25972], [-4.38312, 1.25862, 3.49464], [1.56313, 1.72411, 1.20406], [0.93929, 0.07912, -0.54009], [4.24022, -0.93724, -3.06502], [2.02732, -0.29196, -5.49396], [-3.33227, 4.55435, 1.26105], [-0.08897, 1.16764, 1.49425], [3.75009, -3.24958, -2.23274], [-3.68414, 0.44482, 1.21779], [-5.70520, -4.20003, 0.93425], [-0.47608, 1.05241, -0.97356], [-2.37487, 0.32714, 2.38267], [5.37961, -3.12813, -2.91437]],
  "nbo_charge": [-0.10, -0.08, 0.21, -0.50, -0.51, -0.66, -0.50, -0.65, -0.64, -0.49, -0.50, -0.49, -0.26, -0.26, -0.64, 0.98, -0.26, -0.64, -0.07, 0.98, -0.07, -0.07, -0.64, 0.99, 0.21, 0.19, 0.20, 0.19, 0.22, 0.19, 0.23, 0.20, 0.19, 0.20, 0.20, 0.21, 0.22, 0.19, 0.23, 0.19, -0.02, 0.20, 0.19, 0.21, 0.21, 0.19, 0.22, 0.19, 0.22],
  "total_charge": 0,
  "energy_ev": -56768.4470,
  "gap_ev": 8.7,
  "homo_ha": -0.34716,
  "smiles": "CCOC(=O)OC.CCOC(=O)OC.CCOC(=O)OC.IPI"
}

Record 5
{
  "formula": "C3H6N2O",
  "method": "ωB97M-V with the def2-TZVPD basis set",
  "species": ["O", "N", "N", "C", "C", "C", "H", "H", "H", "H", "H", "H"],
  "coordinates": [[-1.31207, -0.61328, -1.22354], [2.73052, -0.78329, -0.83275], [-0.51119, -0.22344, -0.11702], [3.37941, 0.20383, -0.94168], [-1.12036, 0.08861, 1.17518], [-0.45085, 1.13109, 0.34770], [-1.17235, 1.92015, -0.08959], [2.00445, -1.45364, -0.79929], [-2.26505, 0.14711, 1.17305], [-0.58635, -0.28289, 2.02493], [-1.16123, -1.52526, -1.35519], [0.46508, 1.39101, 0.63820]],
  "nbo_charge": [-0.57, -0.74, -0.18, 0.29, -0.29, -0.25, 0.21, 0.45, 0.21, 0.20, 0.47, 0.20],
  "relative_energy_ev": 5.531,
  "total_charge": 0,
  "energy_ev": -8231.1681,
  "gap_ev": 10.2,
  "homo_ha": -0.34368
}

Record 6
{
  "formula": "C9H8ClNS",
  "method": "ωB97M-V with the def2-TZVPD basis set",
  "species": ["Cl", "S", "N", "C", "C", "C", "C", "C", "C", "C", "C", "C", "H", "H", "H", "H", "H", "H", "H", "H"],
  "coordinates": [[1.66661, 2.73537, 2.37485], [-2.72068, -0.70640, -0.39768], [1.84380, -2.07738, -0.94114], [-0.29906, 0.16361, 0.01053], [0.72221, 0.92662, 0.59597], [-1.61884, 0.31946, 0.48953], [0.41591, 1.78707, 1.63542], [1.08375, -1.13449, -1.76286], [-1.41944, -1.30308, -1.38843], [-1.92410, 1.17854, 1.53713], [-0.21015, -0.75711, -1.09040], [-0.90856, 1.92311, 2.11648], [2.00677, -1.66624, -0.02111], [-1.62581, -2.02032, -2.15641], [-1.10989, 2.59447, 2.94067], [1.64606, -0.21585, -1.96422], [2.76751, -2.21884, -1.37009], [-2.94018, 1.27193, 1.90112], [1.74065, 0.81709, 0.22636], [0.88344, -1.61754, -2.73574]],
  "nbo_charge": [0.00, 0.40, -0.82, -0.10, -0.17, -0.18, -0.06, -0.24, -0.35, -0.20, -0.05, -0.23, 0.35, 0.24, 0.23, 0.17, 0.36, 0.23, 0.22, 0.20],
  "relative_energy_ev": 0.006,
  "total_charge": 0,
  "energy_ev": -34310.8972,
  "gap_ev": 9.1,
  "homo_ha": -0.31039,
  "smiles": "NCc1csc2ccc(Cl)cc12"
}

Record 7
{
  "formula": "C53H44IrN7OP2S2",
  "method": "ωB97M-V with the def2-TZVPD basis set",
  "species": ["Ir", "S", "S", "P", "P", "O", "N", "N", "N", "N", "N", "N", "N", "C", "C", "C", "C", "C", "C", "C", "C", "C", "C", "C", "C", "C", "C", "C", "C", "C", "C", "C", "C", "C", "C", "C", "C", "C", "C", "C", "C", "C", "C", "C", "C", "C", "C", "C", "C", "C", "C", "C", "C", "C", "C", "C", "C", "C", "C", "C", "C", "C", "C", "C", "C", "C", "H", "H", "H", "H", "H", "H", "H", "H", "H", "H", "H", "H", "H", "H", "H", "H", "H", "H", "H", "H", "H", "H", "H", "H", "H", "H", "H", "H", "H", "H", "H", "H", "H", "H", "H", "H", "H", "H", "H", "H", "H", "H", "H", "H"],
  "coordinates": [[-0.08752, 0.41521, 2.03740], [2.16808, 1.23983, 2.47395], [3.71264, 0.54084, 4.89224], [4.65734, -1.88818, 0.56127], [2.11066, -0.41089, -0.13241], [-9.81134, 0.76835, -6.23491], [-0.37841, 0.00831, 0.03530], [1.04733, 0.64211, 4.84029], [-5.71320, 0.00175, -1.31560], [-4.27147, 0.46262, -2.94423], [0.00967, 0.97073, 4.00967], [-2.05681, -0.31571, 1.96441], [-1.16430, 2.14153, 2.08405], [7.64782, 1.59102, 0.16222], [5.90005, -0.56163, 0.39247], [-0.15983, -3.71247, 2.37319], [-6.69588, 0.41646, -3.53670], [-1.05765, 0.78492, -2.52825], [-3.51139, 0.27267, -1.82728], [-2.65661, 3.73346, 1.14832], [-1.69256, 2.75182, 1.01972], [1.76530, 2.41442, -0.19366], [3.43116, -1.44405, -0.80813], [5.96338, 0.40334, 1.39412], [-5.59669, 0.28855, -2.58501], [-9.07045, 0.29558, -3.97501], [-2.10328, 0.32122, -1.62026], [3.27650, 0.31667, 6.62801], [-2.83576, -0.56672, 3.00176], [5.75761, -5.16368, -1.72307], [7.60262, 0.62203, -0.83415], [3.33900, 3.89445, -1.24659], [1.31844, -1.68700, 1.06300], [-4.22238, -0.70094, 2.86079], [-4.80937, -0.52736, 1.62913], [-4.00117, -0.25405, 0.50952], [0.51092, -0.32666, -1.07035], [-7.99970, 0.18904, -3.10636], [-1.57377, 2.49315, 3.33261], [3.85612, 1.55515, -1.01663], [6.96376, -5.50353, -1.13388], [-7.54280, 0.86871, -5.75082], [2.62490, 1.33762, -0.40488], [-0.82821, 1.86596, 4.39515], [1.13263, -1.67112, 2.45199], [7.45260, -4.74322, -0.07961], [-6.48657, 0.75863, -4.87665], [0.38329, -2.67842, 3.09016], [4.20139, 2.83027, -1.44412], [2.15773, 0.77225, 4.18333], [-11.15763, 0.52580, -5.85048], [0.10084, -3.77832, 1.00336], [-2.53906, 3.47119, 3.51850], [-4.43199, -0.01657, -0.81747], [-3.09613, 4.08989, 2.41448], [-2.61228, -0.18735, 0.72566], [5.52427, -3.29341, -0.21582], [0.81837, -2.79403, 0.35810], [-8.84943, 0.63713, -5.30901], [0.23752, 0.57979, -2.23856], [2.12047, 3.68197, -0.61623], [6.73760, -3.65052, 0.37907], [-1.69396, 0.04529, -0.32800], [5.03885, -4.06632, -1.26638], [6.73540, -0.45227, -0.72092], [6.83242, 1.47994, 1.27785], [3.86759, -1.06550, -1.73082], [-3.05473, 4.20027, 0.25909], [-11.48352, 1.23147, -5.08337], [5.32833, 0.31179, 2.26799], [-4.81437, -0.92333, 3.73700], [-11.28405, -0.49710, -5.48948], [6.87780, 2.22484, 2.06147], [-5.49025, 0.94621, -5.25959], [-0.72905, -4.49253, 2.85918], [-0.81056, 2.25406, 5.40639], [7.13085, -3.06383, 1.20165], [8.39310, -5.00334, 0.38737], [5.16106, 2.97813, -1.92048], [-3.85746, 4.84761, 2.53943], [2.70629, 1.17066, 6.98265], [0.99240, -2.92140, -0.69815], [6.71397, -1.21349, -1.49244], [5.37117, -5.74970, -2.54650], [-5.88196, -0.59518, 1.50171], [2.71296, -0.60169, 6.76545], [3.61493, 4.88773, -1.57412], [2.93787, -2.38873, -1.03540], [4.10442, -3.83193, -1.75920], [1.03206, 0.94451, -2.87691], [-3.93987, 0.67605, -3.86798], [-0.25739, -4.62218, 0.42785], [-8.16865, -0.07823, -2.07211], [-1.33136, 1.33984, -3.41790], [0.81548, 2.26626, 0.28913], [-2.35482, -0.66606, 3.96682], [-11.75295, 0.66808, -6.74660], [-10.06951, 0.11087, -3.60806], [-2.83816, 3.73812, 4.52284], [1.44130, 4.50775, -0.44995], [-7.38965, 1.13228, -6.78827], [4.22153, 0.25438, 7.16290], [8.33244, 2.42425, 0.07228], [7.52268, -6.35677, -1.49336], [-1.33246, 2.43719, 0.05010], [0.28532, -2.63556, 4.16768], [1.72906, -1.04847, 3.09233], [4.57322, 0.76519, -1.15999], [8.25433, 0.69985, -1.69479], [0.29145, -1.34765, -1.41553]],
  "mulliken_charge": [0.73, -0.13, 0.18, 0.36, 1.20, -0.45, 0.61, -1.27, -0.83, -0.07, 0.74, 0.18, 0.43, -0.50, 0.09, -0.93, 0.31, -1.05, -0.43, -1.18, 0.59, 1.10, -1.79, -0.38, 0.22, -0.45, 0.84, -0.92, -0.16, -0.79, -0.67, -1.05, 1.99, -1.31, -0.33, 0.00, -0.25, -0.78, 0.92, -1.51, -0.49, -0.85, 1.11, -0.43, -0.59, -0.69, -0.40, -0.71, -0.78, 0.00, -0.85, -0.95, -1.17, 0.90, -0.49, 0.59, 0.63, -1.69, 0.92, -1.19, -1.07, -0.50, -1.45, -0.33, -0.14, -0.65, 1.27, 0.51, 0.35, 0.43, 0.48, 0.35, 0.46, 0.25, 0.50, 0.54, 0.40, 0.41, 0.51, 0.48, 0.31, 0.20, 0.48, 0.41, 0.65, 0.28, 0.43, 0.72, 0.29, 0.64, 0.23, 0.50, 0.45, 0.46, -0.20, 0.58, 0.24, 0.41, 0.54, 0.56, 0.43, 0.39, 0.44, 0.40, 0.16, 0.54, 1.18, 0.19, 0.44, 0.68],
  "relative_energy_ev": 5.263,
  "total_charge": 2,
  "energy_ev": -111227.8317,
  "gap_ev": 5.1,
  "homo_ha": -0.40788
}